#w
DFT (ωB97M-V with the def2-TZVPD basis set) results for C2H4O2S in the gas phase.

**Kohn-Sham gap**: 10.7028 eV
**SMILES string**: O=COCS
**Total charge**: 0
**LUMO level**: 0.0265 Eh

Geometry as XYZ:
```
9
C2H4O2S (ωB97M-V with the def2-TZVPD basis set)
O 2.1170 0.2467 0.7649
C 1.4251 -0.0651 -0.1115
O 0.4497 -0.9959 0.0675
C -0.9185 -0.5481 -0.0352
S -1.2038 1.2020 -0.3543
H 1.6226 0.3206 -1.1050
H -1.4013 -0.8656 0.8683
H -1.3812 -1.0934 -0.8393
H -0.7096 1.7987 0.7446
```


#x
DFT (ωB97M-V with the def2-TZVPD basis set) results for 2 unconnected molecules or ions with the total composition C2H4O2S.

**Kohn-Sham gap**: 9.4330 eV
**Total charge**: 0
**LUMO level**: -0.0139 Eh

Geometry as XYZ:
```
9
C2H4O2S (ωB97M-V with the def2-TZVPD basis set)
C -1.6112 -0.9832 -1.3294
C 1.3828 1.0118 1.6530
O -2.2599 -0.3992 -0.4989
O 0.5760 -0.7589 0.0986
S 0.1947 0.5490 0.6162
H -1.0918 -1.8737 -1.2887
H -1.3411 -0.4373 -2.2535
H 2.1767 0.4484 1.8362
H 1.4187 2.0376 1.9578
```


#y
DFT (ωB97M-V with the def2-TZVPD basis set) results for C2H4O2S in the gas phase.

**Kohn-Sham gap**: 9.3227 eV
**Total charge**: 0
**LUMO level**: -0.0301 Eh

Geometry as XYZ:
```
9
C2H4O2S (ωB97M-V with the def2-TZVPD basis set)
C 0.8026 0.6098 0.7221
C -0.3732 0.0054 -1.1574
O 0.1837 -2.0106 0.5251
O -1.5543 -0.4132 1.3328
S -0.4270 -0.7249 0.5027
H 1.8427 0.6112 0.4639
H 0.5330 1.5709 1.0044
H -1.2241 0.6397 -1.4268
H 0.2166 -0.2883 -1.9667
```


#z
DFT (ωB97M-V with the def2-TZVPD basis set) results for C2H4O2S in the gas phase.

**Kohn-Sham gap**: 9.0863 eV
**SMILES string**: CC=S(=O)=O
**Total charge**: 0
**LUMO level**: -0.0291 Eh

Geometry as XYZ:
```
9
C2H4O2S (ωB97M-V with the def2-TZVPD basis set)
C 1.2733 0.2463 -0.0757
C -0.1271 -0.6320 0.2786
S -1.5919 0.0547 -0.1234
O -2.7328 -0.8188 -0.1066
O -1.8210 1.4349 0.0956
H 2.0533 0.1924 0.7281
H 1.1323 1.3819 0.0671
H 1.9376 -0.1572 -0.8259
H -0.1237 -1.7021 -0.0378
```


Most stable structure - #w; separation to the second - 0.0723 hartree.


#w
DFT (ωB97M-V with the def2-TZVPD basis set) results for 2 unconnected molecules or ions with the total composition C3H10OS2.

**Kohn-Sham gap**: 8.0831 eV
**SMILES string**: CCSSC.O
**Total charge**: 0
**LUMO level**: -0.0423 Eh

Geometry as XYZ:
```
16
C3H10OS2 (ωB97M-V with the def2-TZVPD basis set)
C 0.9985 1.0445 1.6373
C 0.5969 -0.1082 0.7254
S 1.1550 0.0259 -1.0352
S -0.2232 2.0603 -1.0892
C -1.6782 1.1038 -1.4750
H 0.9385 0.7068 2.7272
H 0.4043 1.9429 1.5703
H 2.0343 1.2720 1.3521
H 1.0912 -1.0167 1.0989
H -0.4902 -0.2863 0.7695
H -2.0860 1.5724 -2.3844
H -1.4047 0.1444 -1.8965
H -2.4047 0.9719 -0.6698
O 0.4604 -3.4673 -0.2236
H 1.0198 -2.7527 -0.5581
H -0.4118 -3.2137 -0.5490
```


#x
DFT (ωB97M-V with the def2-TZVPD basis set) results for 2 unconnected molecules or ions with the total composition C3H10OS2.

**Kohn-Sham gap**: 9.3944 eV
**SMILES string**: CCCSS.O
**Total charge**: 0
**LUMO level**: 0.0072 Eh

Geometry as XYZ:
```
16
C3H10OS2 (ωB97M-V with the def2-TZVPD basis set)
C 2.0435 1.2473 1.3262
C 1.4227 0.9244 0.0108
C -0.0572 0.4171 0.1010
S -0.7886 -0.1224 -1.5415
S -2.8785 0.3182 -1.3438
H 1.5450 0.6593 2.0403
H 1.9575 2.2709 1.6161
H 3.0919 0.9182 1.4555
H 1.2929 1.8910 -0.5724
H 1.9164 0.2511 -0.7516
H -0.3222 -0.4637 0.8003
H -0.7313 1.3201 0.4227
H -2.9992 -0.5928 -0.4133
O -2.2003 -3.0778 -1.0026
H -1.7591 -2.2287 -1.0698
H -1.5334 -3.7323 -1.0778
```


#y
DFT (ωB97M-V with the def2-TZVPD basis set) results for 2 unconnected molecules or ions with the total composition C3H10OS2.

**Kohn-Sham gap**: 9.2087 eV
**SMILES string**: CCO.CSS
**Total charge**: 0
**LUMO level**: 0.0212 Eh

Geometry as XYZ:
```
16
C3H10OS2 (ωB97M-V with the def2-TZVPD basis set)
C -1.9255 -1.5491 -3.7212
C -1.2231 -0.4658 -2.9526
O -0.2681 -1.0594 -2.0076
H -2.4522 -2.2959 -3.1152
H -1.2532 -2.1939 -4.2917
H -2.6610 -1.2125 -4.4389
H -0.6592 0.1191 -3.6840
H -1.8572 0.1062 -2.2746
H 0.4230 -0.3945 -1.9741
C -0.2207 0.2441 3.2537
S -0.0631 0.8753 1.5738
S 1.9585 0.7029 1.2528
H -0.4130 1.0968 3.9069
H -1.0854 -0.4104 3.3771
H 0.6643 -0.3019 3.5646
H 1.8267 -0.0828 0.2016
```


Most stable structure - #x; separation to the second - 0.0034 hartree.


#w
DFT (ωB97M-V with the def2-TZVPD basis set) results for 2 unconnected molecules or ions with the total composition C3H10OS2.

**Kohn-Sham gap**: 9.1777 eV
**SMILES string**: CSCSC.O
**Total charge**: 0
**LUMO level**: 0.0225 Eh

Geometry as XYZ:
```
16
C3H10OS2 (ωB97M-V with the def2-TZVPD basis set)
C 0.0000 0.0000 0.0000
S 1.4640 -0.9543 -0.4573
C 0.7808 -2.6155 -0.5718
S 0.6077 -3.5931 0.9384
C 2.3582 -3.7039 1.2806
H 0.1688 1.0883 -0.0614
H -0.3596 -0.2435 1.0139
H -0.7825 -0.2762 -0.7266
H -0.1983 -2.5269 -1.0808
H 1.4222 -3.2743 -1.1883
H 2.3626 -4.3677 2.1615
H 2.8019 -2.7357 1.5674
H 2.9840 -4.1587 0.4943
O -3.4238 0.7229 1.0773
H -3.1143 1.5477 0.6389
H -3.0296 0.7579 1.9782
```


#x
DFT (ωB97M-V with the def2-TZVPD basis set) results for 2 unconnected molecules or ions with the total composition C3H10OS2.

**Kohn-Sham gap**: 9.7019 eV
**SMILES string**: CCO.CSS
**Total charge**: 0
**LUMO level**: 0.0236 Eh

Geometry as XYZ:
```
16
C3H10OS2 (ωB97M-V with the def2-TZVPD basis set)
C -1.5001 0.4138 3.5584
C -0.1380 0.1415 2.7676
O 0.3792 1.3046 2.2464
H -2.4875 0.2825 2.9306
H -1.6222 -0.3025 4.3170
H -1.6022 1.3912 4.1292
H -0.2182 -0.7799 2.1685
H 0.6622 -0.2238 3.5735
H -0.2355 1.9802 1.9958
C 0.7845 -1.4943 -4.3731
S 0.4782 0.2783 -4.4433
S 1.8055 1.3196 -3.3804
H 1.3145 -1.8195 -5.2735
H -0.1846 -2.0917 -4.3468
H 1.3749 -1.9957 -3.5882
H 1.1893 1.5959 -2.2819
```


Most stable structure - #w; separation to the second - 0.0429 hartree.


#w
DFT (ωB97M-V with the def2-TZVPD basis set) results for C22H22N4O2 in the gas phase.

**Kohn-Sham gap**: 8.9932 eV
**SMILES string**: CC(C)(C)c1cc(C(=O)Nc2cccnc2)cc(C(=O)Nc2cccnc2)c1
**Total charge**: 0
**LUMO level**: 0.0046 Eh

Geometry as XYZ:
```
50
C22H22N4O2 (ωB97M-V with the def2-TZVPD basis set)
C 3.7204 -1.1713 2.1625
C 3.3825 -0.2909 0.9562
C 4.0437 1.0795 1.1555
C 3.9423 -0.9656 -0.3041
C 1.8868 -0.1046 0.7689
C 0.9472 -0.7281 1.5775
C -0.4162 -0.5989 1.3249
C -1.4202 -1.2932 2.1787
O -2.4082 -0.7382 2.6125
N -1.1563 -2.5967 2.5001
C -0.1949 -3.4581 1.9696
C 0.1822 -3.4322 0.6269
C 1.1609 -4.3088 0.1947
C 1.7197 -5.1898 1.1098
N 1.3355 -5.2504 2.3730
C 0.4043 -4.4176 2.7898
C -0.8671 0.2287 0.3080
C 0.0595 0.8908 -0.4885
C -0.3323 1.7859 -1.6197
O 0.3506 1.8995 -2.6149
N -1.5010 2.4585 -1.3985
C -2.1568 3.3597 -2.2344
C -3.3226 3.9684 -1.7694
C -3.9893 4.8595 -2.5887
C -3.4664 5.1119 -3.8488
N -2.3632 4.5391 -4.2964
C -1.7208 3.6885 -3.5216
C 1.4172 0.6923 -0.2709
H 4.8007 -1.2661 2.2470
H 3.3507 -0.7316 3.0861
H 3.3066 -2.1716 2.0505
H 5.1133 0.9573 1.3096
H 3.6248 1.5773 2.0276
H 3.8968 1.7210 0.2915
H 5.0153 -1.1114 -0.2032
H 3.4742 -1.9377 -0.4475
H 3.7603 -0.3638 -1.1898
H 1.2597 -1.3300 2.4148
H -1.7457 -2.9751 3.2322
H -0.2857 -2.7454 -0.0616
H 1.4748 -4.3122 -0.8373
H 2.4966 -5.8845 0.8227
H 0.1193 -4.5081 3.8306
H -1.9314 0.3025 0.1362
H -1.9411 2.3226 -0.4975
H -3.6952 3.7408 -0.7791
H -4.8933 5.3455 -2.2557
H -3.9481 5.8002 -4.5298
H -0.8249 3.2491 -3.9323
H 2.0991 1.1931 -0.9407
```


#x
DFT (ωB97M-V with the def2-TZVPD basis set) results for C22H22N4O2 in the gas phase.

**Kohn-Sham gap**: 7.6543 eV
**SMILES string**: CCn1nc(NC(=O)Cc2ccc(OC)cc2)c2cc3cccc(C)c3nc21
**Total charge**: 0
**LUMO level**: -0.0105 Eh

Geometry as XYZ:
```
50
C22H22N4O2 (ωB97M-V with the def2-TZVPD basis set)
C 0.2476 -3.2777 1.5883
C 0.9400 -3.4475 0.2413
N 1.1315 -2.1836 -0.4189
N 2.3596 -1.7565 -0.7566
C 2.2425 -0.5982 -1.3602
N 3.3416 0.1322 -1.8075
C 4.2960 0.7219 -1.0336
O 5.2181 1.3230 -1.5347
C 4.0717 0.6021 0.4651
C 2.6852 1.0577 0.8285
C 2.1968 2.2665 0.3382
C 0.8961 2.6509 0.5767
C 0.0410 1.8360 1.3213
O -1.2386 2.2828 1.4543
C -2.1580 1.4793 2.1518
C 0.5359 0.6548 1.8594
C 1.8464 0.2807 1.6114
C 0.8671 -0.2159 -1.4477
C 0.1230 0.8529 -1.8913
C -1.2619 0.8100 -1.6729
C -2.1070 1.8763 -2.0569
C -3.4473 1.8158 -1.8235
C -4.0119 0.6848 -1.2061
C -3.2446 -0.3767 -0.8135
C -3.8335 -1.5858 -0.1581
C -1.8376 -0.3338 -1.0286
N -1.1108 -1.3782 -0.5977
C 0.1834 -1.2940 -0.7993
H -0.7102 -2.7865 1.4407
H 0.8551 -2.6764 2.2594
H 0.0825 -4.2506 2.0428
H 1.9318 -3.8887 0.3571
H 0.3327 -4.0924 -0.4030
H 3.4244 0.2925 -2.8035
H 4.8290 1.2167 0.9569
H 4.2173 -0.4388 0.7580
H 2.8440 2.8988 -0.2523
H 0.5054 3.5775 0.1867
H -2.2460 0.4879 1.6977
H -1.8824 1.3771 3.2069
H -3.1147 1.9934 2.0767
H -0.0887 0.0118 2.4593
H 2.2165 -0.6474 2.0231
H 0.5753 1.7046 -2.3789
H -1.6619 2.7381 -2.5327
H -4.0909 2.6335 -2.1117
H -5.0798 0.6600 -1.0401
H -4.9166 -1.5118 -0.1088
H -3.4391 -1.6998 0.8506
H -3.5564 -2.4792 -0.7140
```


#y
DFT (ωB97M-V with the def2-TZVPD basis set) results for C22H22N4O2 in the gas phase.

**Kohn-Sham gap**: 8.5663 eV
**SMILES string**: COc1cccc(-c2nn(-c3ccccc3)cc2CN(C)Cc2ccon2)c1
**Total charge**: 0
**LUMO level**: 0.0243 Eh

Geometry as XYZ:
```
50
C22H22N4O2 (ωB97M-V with the def2-TZVPD basis set)
C -3.4822 -3.1410 -1.0352
O -2.6604 -4.1433 -0.4928
C -1.4069 -3.7956 -0.0725
C -0.6261 -4.8394 0.4248
C 0.6619 -4.5937 0.8570
C 1.1863 -3.3153 0.8064
C 0.4084 -2.2666 0.3244
C 0.9717 -0.9247 0.2699
N 2.2758 -0.7518 0.1264
N 2.5024 0.5634 0.1213
C 3.8021 1.0514 -0.0240
C 4.8415 0.1387 -0.1931
C 6.1390 0.5875 -0.3373
C 6.4161 1.9452 -0.3156
C 5.3836 2.8521 -0.1483
C 4.0797 2.4150 -0.0023
C 1.3435 1.2529 0.2708
C 0.3227 0.3387 0.3696
C -1.1120 0.6665 0.6149
N -1.9516 0.4557 -0.5650
C -1.4843 1.1983 -1.7201
C -3.3502 0.6823 -0.2835
C -3.7831 2.0798 0.0575
C -5.1281 2.4960 0.2686
C -5.0127 3.8217 0.5459
O -3.7285 4.1817 0.5082
N -2.9755 3.0953 0.2050
C -0.8909 -2.5081 -0.1182
H -3.0244 -2.6752 -1.9137
H -4.4037 -3.6420 -1.3294
H -3.7100 -2.3656 -0.2968
H -1.0500 -5.8309 0.4538
H 1.2615 -5.4087 1.2351
H 2.1923 -3.1117 1.1366
H 4.6025 -0.9122 -0.2086
H 6.9390 -0.1257 -0.4683
H 7.4311 2.2951 -0.4284
H 5.5925 3.9115 -0.1298
H 3.2903 3.1379 0.1288
H 1.3000 2.3218 0.3025
H -1.4976 0.0131 1.4054
H -1.1741 1.7108 0.9551
H -1.4522 2.2795 -1.5412
H -0.4848 0.8501 -1.9755
H -2.1470 0.9955 -2.5609
H -3.6390 0.0350 0.5542
H -3.9276 0.3616 -1.1595
H -6.0130 1.8982 0.2185
H -5.7276 4.5859 0.7760
H -1.4628 -1.6830 -0.5114
```


Most stable structure - #w; separation to the second - 0.0138 hartree.